This record from the Open Molecules 2025 dataset describes one molecule with the formula C3H8N4O in a non-equilibrium geometry. The level of theory is ωB97M-V/def2-TZVPD.

Geometry as XYZ:
```
16
Properties=species:S:1:pos:R:3:forces:R:3
O -1.8874 0.2242 -1.2307 0.047 0.311 -0.030
N 0.0963 1.5162 -0.0748 -0.478 -0.629 -0.376
N 0.2251 -1.9788 -0.4283 0.177 -0.587 -0.152
N -1.9652 0.2381 1.0204 0.324 -0.182 -0.944
N 2.3250 0.5299 0.2105 -1.441 -0.004 0.018
C 0.9575 0.4356 0.0466 0.399 -0.271 -0.018
C -1.1400 0.1841 -0.0875 0.902 0.823 0.867
C 0.1159 -0.6311 -0.0370 0.144 0.253 -0.156
H 0.1544 2.1815 0.6984 -0.219 -0.159 0.047
H 0.8257 -2.5804 0.1192 -0.186 0.205 0.171
H -1.2812 0.3424 -1.9715 0.009 0.042 0.028
H -1.6660 -0.2999 1.8183 -0.476 0.525 -0.002
H 2.7336 1.4374 0.0478 0.355 -0.535 0.044
H -2.7526 0.8670 0.9388 0.080 -0.445 0.632
H 0.4411 -2.1248 -1.4067 0.028 0.073 0.010
H 2.8178 -0.3413 0.3363 0.335 0.582 -0.138
```
Positions in Å, forces in eV/Å.

The SMILES is NC1=C(N)[C@](N)(O)N1. The calculation puts the calculated total energy at -11246.90334 eV. The largest force on an atom is 1.498 eV/A. Its HOMO-LUMO gap is 0.3017 Eh. The calculation puts the energy above the lowest of the compared OMol25 structures with the same formula, charge and spin at 262.5 kJ/mol. Its HOMO energy is -7.3730 eV. As for the spin multiplicity: 1.

=====

This record from the Open Molecules 2025 dataset describes one molecule with the formula C3H8N4O in a non-equilibrium geometry. The level of theory is ωB97M-V/def2-TZVPD.

Geometry as XYZ:
```
16
Properties=species:S:1:pos:R:3:forces:R:3
O 1.6379 -0.6702 -1.2210 -0.268 0.633 -0.052
N -0.8416 1.6161 -0.1396 -0.143 0.124 -0.276
N -1.6887 -1.2551 0.0128 0.184 0.187 0.454
N 0.9524 1.0373 1.1684 -0.978 -0.004 -0.686
N 1.8641 0.1450 1.6387 0.726 -0.374 -0.051
C -0.7676 -1.1274 -1.0851 0.779 0.374 -1.071
C 0.5479 -0.2669 -0.8793 -1.312 -2.208 1.037
C 0.2888 0.8259 0.0850 1.416 1.126 1.020
H -0.9714 1.8967 -1.1015 0.034 0.153 0.049
H -2.0710 -0.3483 0.2725 0.133 -0.232 0.020
H -1.2235 -1.6558 0.8239 -0.174 0.114 -0.083
H 2.3743 -0.4059 0.9476 -0.130 0.319 0.060
H -1.2919 -0.6720 -1.9328 -0.054 -0.203 -0.047
H -0.4261 -2.1194 -1.3884 0.015 0.120 -0.132
H -0.8665 2.3983 0.5010 -0.048 -0.002 -0.065
H 2.4828 0.6017 2.2978 -0.181 -0.128 -0.179
```
Positions in Å, forces in eV/Å.

The SMILES is NCC(=O)/C(N)=N\N. The calculation puts the calculated total energy at -11247.27683 eV. The largest force on an atom is 2.769 eV/A. Its HOMO-LUMO gap is 0.3181 Eh. The calculation puts the energy above the lowest of the compared OMol25 structures with the same formula, charge and spin at 226.4 kJ/mol. Its HOMO energy is -8.3127 eV. As for the spin multiplicity: 1.